Computed, not measured: a cluster of 13 separate species, C20H63ClO17S in total, with ωB97M-V/def2-TZVPD.

Positions of all 102 atoms, in Å:
C -0.56499 0.53520 -0.69721
C 0.30863 -0.68792 -1.08069
C 0.77364 -0.60025 -2.54029
C -0.35472 -2.03411 -0.71865
C 0.66422 -3.10075 -0.30795
C -1.25389 -2.62862 -1.80633
O -1.94809 -1.57976 -2.48549
O -3.30105 -2.02007 -2.75542
S -4.31971 -0.73244 -2.75698
O -3.52143 0.45190 -2.94288
O -4.76745 -0.70165 -1.15650
C -6.14042 -1.07047 -0.97924
C -6.27040 -2.56207 -0.74088
O -6.56944 -3.36211 -1.56458
Cl -5.96039 -3.05954 0.94609
H -1.56571 0.21283 -0.40801
H -0.11947 1.06788 0.14647
H -0.65048 1.22645 -1.53669
H 1.21156 -0.63375 -0.46126
H 1.50497 0.20460 -2.64536
H -0.07066 -0.33591 -3.18287
H 1.20030 -1.53777 -2.89814
H -0.98147 -1.84937 0.16084
H 1.50171 -3.17474 -1.00632
H 1.03553 -2.89968 0.69783
H 0.17010 -4.08111 -0.28631
H -1.97698 -3.31172 -1.35468
H -0.67373 -3.22479 -2.52277
H -6.70878 -0.86864 -1.89169
H -6.52116 -0.49898 -0.13716
C -2.18500 -4.42136 1.74182
O -2.95364 -4.57244 0.54718
H -1.67954 -5.36678 1.92277
H -1.43544 -3.63245 1.63562
H -2.82541 -4.19448 2.59609
H -3.40416 -3.73949 0.38458
C -3.82137 3.93271 -4.31767
O -5.00745 3.14691 -4.37376
H -4.09143 4.94740 -4.60224
H -3.40523 3.94736 -3.30790
H -3.06315 3.55969 -5.01010
H -4.76374 2.25164 -4.12026
C 4.58484 -1.97439 -0.96578
O 3.50055 -2.38308 -1.79973
H 4.17962 -1.76016 0.01889
H 5.33209 -2.76152 -0.87031
H 5.06091 -1.07077 -1.35518
H 3.84374 -2.57354 -2.67637
C -9.94119 -2.80867 2.34119
O -9.18060 -2.57281 1.16449
H -10.92669 -2.37867 2.18005
H -10.05550 -3.87791 2.53742
H -9.49055 -2.32924 3.21495
H -8.30220 -2.94704 1.28991
C 8.05250 -1.40029 1.21520
O 6.82156 -2.10891 1.21965
H 7.85280 -0.40860 0.81433
H 8.46126 -1.30135 2.22392
H 8.79644 -1.89080 0.58156
H 6.99358 -2.98656 1.58051
C -1.46307 7.07375 -4.23298
O -0.83045 5.79996 -4.16868
H -1.96330 7.24224 -3.28286
H -0.73616 7.87453 -4.39456
H -2.20692 7.09968 -5.03381
H -0.39272 5.65033 -5.01080
C 0.38941 -1.86674 3.48282
O -0.44437 -1.21295 2.50981
H 0.94789 -2.64969 2.97528
H 1.09473 -1.16138 3.91632
H -0.22003 -2.31513 4.26462
H -0.90848 -0.50810 2.96968
C 2.74672 6.24080 -3.82624
O 2.52868 5.27146 -2.80661
H 3.78955 6.17921 -4.12859
H 2.11475 6.02978 -4.69473
H 2.53709 7.24710 -3.45824
H 1.60225 5.32605 -2.55318
C -3.62468 -2.13965 5.34776
O -2.52919 -2.53406 4.53009
H -3.53518 -2.67897 6.28718
H -3.60645 -1.06641 5.55626
H -4.58287 -2.39532 4.88655
H -2.58688 -2.06741 3.68996
C 4.21385 -0.38787 3.26043
O 3.42512 -0.74184 4.39498
H 3.94586 -1.07111 2.45877
H 4.00955 0.63435 2.93289
H 5.28248 -0.49255 3.46451
H 3.65092 -0.14762 5.11523
C 8.30261 -4.17232 4.64678
O 7.58251 -3.52205 3.60375
H 8.97024 -4.88927 4.17660
H 8.89939 -3.46030 5.22174
H 7.63062 -4.70744 5.32131
H 6.98299 -2.88312 3.99976
C 3.21377 9.54857 -1.12157
O 2.49968 9.46707 -2.35070
H 3.80918 8.64295 -1.03870
H 3.88190 10.41338 -1.10322
H 2.53512 9.60228 -0.26657
H 1.96606 10.26076 -2.43874

Summary:
HOMO-LUMO gap in Eh: 0.363
HOMO in Ha: -0.3597

Atomic partial charges in e from the Mulliken method, atoms 1 to 6:
1 C -1.358
2 C 0.862
3 C -1.962
4 C 1.336
5 C -1.395
6 C -1.240

***

Computed, not measured: an isolated molecule of C5H8O2, with ωB97M-V/def2-TZVPD.

Positions of all 15 atoms, in Å:
C 1.15839 0.77301 -0.65836
C 1.70804 -0.45143 -0.36831
C -0.28277 1.05687 -0.33872
C 0.94649 -1.31348 0.47693
C -1.22998 -0.04387 -0.02133
O -1.56061 -0.15665 1.28960
O -1.96534 -0.48668 -1.05222
H 1.69039 1.64693 -0.92498
H 2.64849 -0.67041 -0.79896
H -0.24009 1.66696 0.56891
H -0.63314 1.63065 -1.13454
H 1.11127 -2.39085 0.63614
H 0.61697 -0.82574 1.35935
H -1.35888 0.69042 1.70022
H -2.60923 -1.12575 -0.73373

Summary:
HOMO-LUMO gap (spin up / spin down) in Eh: 0.271 / 0.247
HOMO (spin up / spin down) in Ha: -0.2540 / -0.2354

Atomic partial charges in e from the Mulliken method, atoms 1 to 6:
1 C -0.584
2 C -0.067
3 C -0.480
4 C -1.040
5 C 0.283
6 O -0.465

***

Computed, not measured: a cluster of 2 separate species, C3H7BrN3 in total, with ωB97M-V/def2-TZVPD.

Positions of all 14 atoms, in Å:
C 1.38553 -0.68287 -0.61435
C -0.28216 -1.65023 0.38398
C 0.62784 1.72014 -0.08416
N 0.92223 -1.84782 -0.46568
N 0.49582 0.28717 0.01641
N -0.56083 -0.27936 0.52015
Br -2.84365 0.63409 -0.65054
H 2.39651 -0.51367 -1.00688
H -1.20211 -2.13038 0.03965
H -0.04899 -2.08330 1.40649
H 1.23087 2.04224 0.72331
H 0.93688 1.95418 -1.05266
H -0.49929 1.99918 0.06026
H -2.55867 0.55063 0.72401

Summary:
HOMO-LUMO gap in Eh: 0.304
HOMO in Ha: -0.5389
Net charge: +1

Atomic partial charges in e from the Mulliken method, atoms 1 to 6:
1 C 0.004
2 C -0.353
3 C -0.694
4 N -0.283
5 N 0.380
6 N -0.237

***

Computed, not measured: a cluster of 8 separate species, C36H42N6O2 in total, with ωB97M-V/def2-TZVPD.

Positions of all 86 atoms, in Å:
C 1.36684 7.63143 0.63314
C -0.05283 7.85425 0.61075
C -0.84755 6.77084 0.70209
N -0.41299 5.47782 0.58586
C 0.95868 5.34467 0.39232
C 1.90811 6.38767 0.50176
H 1.97893 8.52090 0.60898
H -0.59521 8.77459 0.45204
H -1.91491 6.81165 0.86167
H 1.22394 4.31076 0.22779
H 2.98426 6.30025 0.47575
C -3.01915 2.41596 -0.10868
C -2.90359 2.81594 -1.45449
C -3.99198 3.38655 -2.05096
N -5.22058 3.54459 -1.42685
C -5.33045 3.02094 -0.19732
C -4.27242 2.48425 0.56345
H -2.14633 2.08020 0.43155
H -2.00212 2.63529 -2.02116
H -3.88735 3.72314 -3.07183
H -6.22156 3.07184 0.41074
H -4.38797 2.11511 1.57180
C 1.51985 -4.81558 -0.80741
C 2.89908 -5.11440 -0.91332
C 3.80912 -4.36656 -0.18741
N 3.42284 -3.47653 0.77353
C 2.15735 -3.26079 0.95554
C 1.12771 -3.89649 0.16099
H 0.78436 -5.35062 -1.38983
H 3.26821 -5.79942 -1.66225
H 4.83445 -4.70451 -0.21759
H 2.04865 -2.56595 1.77516
H 0.10275 -3.58268 0.29285
C -4.35956 -2.53029 1.68828
C -3.76377 -3.79353 1.78735
C -2.46991 -3.91476 2.33452
N -1.84435 -2.82502 2.84425
C -2.39246 -1.59589 2.69299
C -3.60820 -1.42709 2.08984
H -5.32014 -2.34173 1.23204
H -4.28472 -4.69930 1.51422
H -1.94256 -4.85678 2.36463
H -1.90897 -0.74709 3.15362
H -3.95128 -0.40999 1.97072
C -2.27704 -3.09029 -2.36587
C -3.04537 -3.88563 -1.56405
C -3.91487 -4.82925 -2.13923
N -3.91010 -5.11656 -3.45436
C -3.09319 -4.36320 -4.25554
C -2.26810 -3.26504 -3.74660
H -1.62681 -2.33953 -1.94165
H -2.98664 -3.65000 -0.51171
H -4.52479 -5.29156 -1.37721
H -3.06611 -4.66379 -5.29251
H -1.62305 -2.76240 -4.45204
C 3.06784 0.00268 -2.59093
C 2.40437 -1.16045 -2.25425
C 1.34338 -1.58663 -3.07947
N 1.08734 -1.02474 -4.34359
C 1.80187 0.06745 -4.72041
C 2.80605 0.64744 -3.79678
H 3.87767 0.43600 -2.02277
H 2.66803 -1.65441 -1.33072
H 0.95114 -2.56514 -2.84478
H 1.71335 0.41552 -5.73894
H 3.26128 1.49192 -4.29278
C 5.26859 1.94591 3.48384
C 4.67499 1.46881 4.74872
C 3.50358 0.48964 4.69586
O 5.04078 2.00385 5.79642
H 4.54390 2.58677 2.98162
H 5.65593 1.10877 2.90310
H 6.14248 2.54984 3.72813
H 2.70632 0.78793 4.01506
H 3.13499 0.28257 5.70053
H 3.88338 -0.45803 4.31405
C 0.03735 -0.15883 0.07157
C 0.93154 0.42146 1.00701
C 1.97125 1.46251 0.51224
O 0.72779 0.25622 2.18572
H 0.51987 -0.95591 -0.49406
H -0.51796 0.47690 -0.61806
H -0.72680 -0.63753 0.68395
H 2.88235 0.94599 0.21024
H 2.05908 2.15318 1.35092
H 1.57213 2.05390 -0.31181

Summary:
HOMO-LUMO gap in Eh: 0.357
SMILES string: c1ccncc1.c1ccncc1.c1ccncc1.c1ccncc1.c1ccncc1.c1ccncc1.CC(C)=O.CC(C)=O
HOMO in Ha: -0.3467

Atomic partial charges in e from the Mulliken method, atoms 1 to 6:
1 C -0.190
2 C -0.509
3 C -0.187
4 N -0.330
5 C 0.245
6 C -0.657

***

Computed, not measured: a structure of composition C13H16FIrNO4S6Si, with ωB97M-V/def2-TZVPD.

Positions of all 43 atoms, in Å:
Ir -1.10029 0.06243 1.04779
C 2.39543 0.23178 1.46557
Si 1.86930 -0.83456 0.03461
C 2.07272 0.06407 -1.57943
C 3.04275 -2.28859 -0.04604
N 0.17816 -1.25611 0.24491
C -0.42796 -2.50277 0.09973
C 0.17597 -3.75691 0.26977
C -0.54117 -4.93571 0.11512
C -1.89234 -4.91501 -0.20868
C -2.51851 -3.68996 -0.39384
C -1.77245 -2.54724 -0.24611
F -2.37616 -1.32647 -0.42978
H 3.27558 0.83401 1.21846
H 2.63415 -0.38473 2.33792
H 1.59365 0.91338 1.75679
H 3.08935 0.45832 -1.69541
H 1.37741 0.90088 -1.64078
H 1.87111 -0.61269 -2.41728
H 4.04268 -1.88593 -0.23979
H 2.79853 -2.98089 -0.85643
H 3.08898 -2.85403 0.88887
H 1.21435 -3.79482 0.55651
H -0.03531 -5.88364 0.25489
H -2.45700 -5.83371 -0.29578
H -3.56732 -3.60662 -0.64799
O -2.85301 1.41302 4.14920
S -2.24041 0.83502 3.00428
O -2.86147 1.14391 1.66048
O -0.80928 1.31342 2.69340
O -2.08460 -0.66105 3.00218
C 0.06820 3.42339 -3.37470
S 1.08896 3.88417 -1.95544
C -0.13682 4.16948 -0.72948
C -0.93247 3.25463 -0.14008
S -0.95148 1.59688 -0.71662
S -2.00789 3.91602 1.07994
C -1.51730 5.55906 0.98937
S -2.17732 6.76423 1.90325
S -0.28028 5.81698 -0.17074
H 0.76047 3.26773 -4.20206
H -0.62374 4.22727 -3.62107
H -0.47314 2.50137 -3.16553

Summary:
HOMO-LUMO gap in Eh: 0.265
HOMO in Ha: -0.1844
Net charge: -1

Atomic partial charges in e from the Mulliken method, atoms 1 to 6:
1 Ir 1.187
2 C -0.951
3 Si -0.018
4 C -0.407
5 C -1.334
6 N -0.007